C7H15N4 | ωB97M-V/def2-TZVPD

As for the HOMO energy (alpha / beta): -11.8 / -11.8 eV. Its energy is -13451.540 eV. As for the charge: +1. Its LUMO energy (alpha / beta) is -3.24 / -3.24 eV.

Element x y z (Å)
C  -0.76  0.94  0.16
C  2.02  -0.95  -0.46
C  1.96  0.26  0.51
C  1.01  -1.85  0.02
C  -1.08  -1.31  1.46
C  -1.81  -0.09  0.58
C  0.15  2.79  -0.85
N  -0.87  1.81  -0.76
N  0.84  0.03  1.39
N  0.34  -1.05  1.15
N  -2.54  -0.58  -0.60
H  1.92  -0.69  -1.50
H  3.01  -1.39  -0.31
H  2.83  0.30  1.16
H  1.80  1.25  0.16
H  0.22  -2.03  -0.66
H  1.31  -2.82  0.47
H  -1.24  -1.29  2.51
H  -1.30  -2.27  1.10
H  -2.41  0.43  1.26
H  0.19  3.24  0.06
H  -0.06  3.43  -1.62
H  1.01  2.26  -1.06
H  -2.13  -1.32  -1.09
H  -1.82  1.91  -1.37
H  -3.44  -0.86  -0.35

From a Löwdin analysis of the wavefunction, the atomic charges in e read: -0.021 -0.122 -0.125 -0.083 0.015 -0.233 -0.032 -0.009 0.097 -0.179 0.074 0.120 0.127 0.133 0.070 0.102 0.153 0.117 0.102 0.124 0.085 0.082 0.059 0.054 0.228 0.063

C7H15NO | ωB97M-V/def2-TZVPD

As for the HOMO energy (alpha / beta): -7.1 / -7.1 eV. Its energy is -11036.509 eV. As for the charge: 0. Its LUMO energy (alpha / beta) is 0.17 / 0.17 eV.

Element x y z (Å)
C  1.56  0.37  0.06
C  -2.76  -0.95  1.35
C  -1.52  -0.72  -0.72
C  2.66  1.34  -0.21
C  1.71  -0.95  -0.64
N  -1.50  -0.60  0.68
C  -0.58  0.02  1.40
C  0.62  0.66  0.99
O  -0.17  1.28  -1.93
H  -0.71  1.77  -2.56
H  -0.92  0.28  2.40
H  0.80  1.56  1.57
H  -3.00  -1.99  1.14
H  -2.68  -0.80  2.43
H  -0.78  0.47  -1.27
H  -2.49  -1.04  -1.09
H  -0.74  -1.32  -1.15
H  -3.57  -0.33  0.97
H  3.64  0.90  0.03
H  2.75  -1.28  -0.58
H  2.66  1.59  -1.28
H  2.55  2.26  0.35
H  1.06  -1.71  -0.23
H  1.42  -0.82  -1.69

From a Löwdin analysis of the wavefunction, the atomic charges in e read: -0.322 -0.034 -0.096 -0.058 -0.057 -0.196 -0.062 -0.066 -0.257 -0.019 0.117 0.111 0.097 0.085 0.049 0.064 0.048 0.101 0.082 0.086 0.090 0.078 0.072 0.089

C7H15NO | ωB97M-V/def2-TZVPD

As for the HOMO energy: -8.4 eV. Its energy is -11039.021 eV. As for the charge: 0. Its SMILES is C/C=C(\C)O.CC(C)=N. Its LUMO energy is 0.87 eV.

Element x y z (Å)
C  2.43  -0.67  -0.86
C  0.45  -1.93  1.18
C  1.87  0.00  0.36
C  1.02  -0.55  1.24
O  2.27  1.31  0.51
H  1.51  1.82  0.84
H  0.70  0.04  2.10
H  1.66  -1.22  -1.40
H  2.84  0.07  -1.55
H  3.23  -1.35  -0.58
H  -0.62  -1.90  1.43
H  0.53  -2.38  0.18
H  0.95  -2.58  1.90
C  -2.23  1.49  0.68
C  -1.77  -0.14  -1.28
C  -1.42  1.12  -0.53
N  -0.50  1.93  -0.94
H  -0.05  1.56  -1.79
H  -1.65  2.13  1.34
H  -2.52  0.59  1.23
H  -3.13  2.02  0.36
H  -2.56  0.08  -2.00
H  -0.89  -0.53  -1.81
H  -2.12  -0.91  -0.59

From a Löwdin analysis of the wavefunction, the atomic charges in e read: -0.029 -0.106 -0.410 -0.140 -0.003 0.094 0.109 0.068 0.084 0.087 0.063 0.066 0.074 -0.056 -0.050 -0.481 0.119 0.054 0.077 0.071 0.084 0.085 0.071 0.070

Question: Among the records above, which one has the highest charge?
Answer: C7H15N4

Question: What is the formula in the first record?
Answer: C7H15N4

Question: The lowest energy belongs to which entry?
Answer: C7H15N4